1.
89
Properties=species:S:1:pos:R:3:lowdin_charge:R:1 method="wB97M-V/def2-TZVPD" homo_ev="-10.73 / -11.20" spin_multiplicity=5 charge=+1 s2=6.0308 lumo_ev="-2.13 / -5.26" homo_lumo_gap_ev="8.6 / 5.9"
Pd 0.976 -15.452 -11.870 0.979
C 1.126 -17.020 -8.486 -0.063
C 1.691 -15.681 -8.049 -0.371
C 0.691 -14.542 -7.742 -0.046
C 2.746 -15.255 -8.976 -0.273
C 4.112 -15.015 -8.703 0.011
C 4.685 -14.864 -9.951 -0.057
N 3.740 -15.030 -10.897 -0.033
N 2.523 -15.225 -10.319 0.028
B 3.985 -15.133 -12.448 -0.425
N 3.456 -16.609 -12.869 -0.039
C 4.172 -17.649 -13.327 -0.048
C 3.301 -18.724 -13.431 0.002
C 2.111 -18.309 -12.829 -0.249
N 2.249 -17.018 -12.532 -0.012
C 0.881 -19.131 -12.558 -0.356
C -0.057 -19.232 -13.741 -0.036
C 0.217 -18.738 -11.267 -0.084
N 3.258 -13.946 -13.144 -0.029
C 3.701 -12.867 -13.745 -0.054
C 2.674 -11.896 -13.761 0.018
C 1.573 -12.543 -13.162 -0.236
N 1.945 -13.787 -12.806 0.001
C 0.127 -12.093 -12.851 -0.370
C 0.160 -11.304 -11.589 -0.075
C -0.335 -11.291 -14.053 -0.042
H 0.791 -17.605 -7.629 0.095
H 1.847 -17.556 -9.042 0.058
H 0.259 -16.959 -9.138 0.030
H 2.212 -15.888 -7.121 0.133
H 0.165 -14.264 -8.681 0.012
H 1.256 -13.632 -7.385 0.108
H -0.028 -14.904 -7.044 0.067
H 4.628 -15.108 -7.740 0.119
H 5.710 -14.725 -10.266 0.127
H 5.122 -15.160 -12.736 0.108
H 5.230 -17.476 -13.544 0.131
H 3.552 -19.691 -13.826 0.109
H 1.256 -20.156 -12.390 0.149
H -0.842 -19.894 -13.397 0.085
H 0.512 -19.570 -14.604 0.093
H -0.511 -18.295 -14.062 0.037
H -0.299 -17.786 -11.197 -0.029
H 0.919 -18.769 -10.404 0.082
H -0.602 -19.388 -11.029 0.083
H 4.713 -12.782 -14.152 0.138
H 2.716 -10.866 -14.045 0.101
H -0.522 -12.985 -12.666 0.104
H 0.770 -10.413 -11.672 0.093
H 0.550 -11.803 -10.703 0.082
H -0.867 -10.976 -11.403 0.059
H 0.313 -10.493 -14.239 0.064
H -1.362 -11.008 -13.913 0.064
H -0.300 -11.890 -14.955 0.090
C -4.975 -16.308 -11.055 -0.188
Si -4.723 -16.788 -12.831 0.508
C -4.909 -18.632 -12.785 -0.169
C -5.731 -15.912 -14.101 -0.176
C -2.980 -16.381 -13.554 -0.210
C -2.814 -16.615 -14.947 -0.064
C -1.575 -16.577 -15.554 -0.017
C -0.478 -16.129 -14.754 -0.143
N -0.567 -15.899 -13.488 -0.069
C -1.799 -16.047 -12.905 -0.607
S -1.584 -15.698 -11.106 0.553
H -5.938 -16.683 -10.719 0.043
H -5.013 -15.212 -11.010 0.028
H -4.225 -16.785 -10.490 -0.007
H -3.943 -19.144 -12.691 0.034
H -5.356 -19.049 -13.694 0.034
H -5.627 -19.021 -12.018 0.057
H -6.858 -15.966 -13.995 0.065
H -5.539 -16.416 -15.030 0.013
H -5.572 -14.813 -14.154 0.043
H -3.563 -16.979 -15.592 0.091
H -1.499 -16.897 -16.585 0.118
H 0.488 -16.073 -15.164 0.112
Se -2.304 -13.278 -9.818 0.942
C -3.187 -12.136 -11.003 -0.641
C -3.486 -10.853 -10.527 -0.142
C -4.110 -9.939 -11.329 -0.046
C -4.480 -10.320 -12.634 -0.035
C -4.106 -11.547 -13.143 -0.060
C -3.472 -12.487 -12.325 -0.105
H -3.259 -10.632 -9.474 0.111
H -4.399 -8.990 -10.923 0.112
H -5.089 -9.620 -13.126 0.100
H -4.289 -11.776 -14.180 0.114
H -3.153 -13.382 -12.768 0.074

=====

2.
15
Properties=species:S:1:pos:R:3:lowdin_charge:R:1 method="wB97M-V/def2-TZVPD" homo_ev="-8.83 / -8.95" charge=0 lumo_ev="-0.60 / -1.42" homo_lumo_gap_ev="8.2 / 7.5"
C -1.157 0.137 -0.871 -0.077
C -2.498 -0.109 -0.792 -0.130
C -1.662 -1.031 0.992 -0.131
C -0.658 -0.473 0.284 0.025
N 2.071 1.439 0.715 0.102
N 1.985 0.154 0.922 0.060
N 1.961 -0.579 -0.238 -0.497
O 2.050 -1.777 -0.113 0.076
O 1.945 0.041 -1.297 0.002
O -2.807 -0.805 0.320 0.001
H -0.613 0.646 -1.638 0.093
H -3.303 0.159 -1.447 0.120
H -1.698 -1.581 1.908 0.115
H 2.156 1.751 -0.257 0.120
H 2.227 2.027 1.514 0.121

=====

3.
45
Properties=species:S:1:pos:R:3:lowdin_charge:R:1 method="wB97M-V/def2-TZVPD" homo_ev=-18.03 charge=+3 lumo_ev=-11.95 homo_lumo_gap_ev=6.1
V 0.626 -0.256 0.303 1.070
Br 6.937 0.856 -1.079 0.992
C 5.183 0.419 -0.730 -0.646
C 4.817 -0.845 -0.355 -0.031
C 3.462 -1.030 -0.159 -0.022
N 2.538 -0.032 -0.202 -0.009
C 2.920 1.206 -0.585 -0.172
C 4.208 1.423 -0.950 -0.006
C 1.842 2.227 -0.591 -0.146
C 2.012 3.559 -0.861 -0.015
C 0.950 4.421 -0.777 -0.705
Br 1.098 6.105 -1.368 1.056
C -0.231 3.915 -0.238 -0.032
C -0.291 2.580 0.037 -0.090
N 0.668 1.689 -0.193 -0.010
H 5.564 -1.614 -0.310 0.135
H 3.125 -2.043 0.054 0.118
H 4.574 2.416 -1.254 0.133
H 2.936 4.038 -1.194 0.135
H -1.084 4.535 -0.022 0.135
H -1.223 2.222 0.422 0.117
C -2.381 0.068 -2.195 0.061
C -2.506 -0.193 -0.778 -0.308
N -1.563 -0.305 0.157 0.088
C -2.304 -0.455 1.362 -0.152
C -3.662 -0.516 1.081 0.004
N -3.744 -0.247 -0.261 0.250
C -4.975 -0.736 1.814 -0.386
O -4.717 -1.094 3.090 0.174
O -5.980 -0.806 1.140 0.208
C -1.777 -0.892 2.613 0.042
O -1.283 -1.170 3.570 0.421
O 0.628 -0.179 1.838 -0.153
H -2.704 1.082 -2.330 0.117
H -2.994 -0.650 -2.713 0.122
H -1.346 -0.011 -2.530 0.108
H -4.630 -0.242 -0.759 0.210
H -5.580 -0.973 3.521 0.169
O 0.658 -1.918 -0.180 -0.270
N 1.196 -3.146 -0.327 0.126
C 0.414 -4.073 0.023 -0.218
C 0.764 -5.470 0.093 -0.092
N 0.630 -6.610 0.205 0.278
C -0.934 -3.843 0.531 -0.063
N -1.836 -3.412 1.085 0.257

=====

4.
25
Properties=species:S:1:pos:R:3:lowdin_charge:R:1 method="wB97M-V/def2-TZVPD" smiles="C[N+](=O)[O-].C[N+](=O)[O-].O=C(O)CPO" homo_ev=-9.28 charge=0 lumo_ev=-0.16 homo_lumo_gap_ev=9.1
C -1.801 -3.092 1.953 0.046
N -1.962 -2.483 3.299 -0.449
O -1.965 -3.236 4.258 0.064
O -2.078 -1.270 3.344 0.052
H -1.709 -4.171 2.063 0.096
H -2.686 -2.838 1.370 0.103
H -0.900 -2.671 1.507 0.080
C -1.281 1.421 -3.877 0.038
N -0.650 2.624 -3.274 -0.454
O -1.288 3.225 -2.425 0.057
O 0.461 2.921 -3.675 0.064
H -2.262 1.277 -3.429 0.098
H -1.369 1.598 -4.948 0.102
H -0.634 0.570 -3.668 0.099
O 1.016 -1.450 0.168 0.025
C 0.716 -0.236 0.244 -0.479
O -0.281 0.307 -0.610 0.038
C 1.452 0.668 1.361 -0.304
P 2.885 1.579 0.518 0.832
O 4.263 1.361 1.560 -0.405
H -0.059 1.264 -0.731 0.104
H 1.915 0.006 2.182 0.102
H 0.657 1.356 1.809 0.097
H 3.290 0.893 -0.697 -0.046
H 4.271 0.379 1.697 0.041

=====

5.
14
Properties=species:S:1:pos:R:3:lowdin_charge:R:1 method="wB97M-V/def2-TZVPD" homo_ev="-14.16 / -14.16" charge=+1 lumo_ev="-7.66 / -7.52" homo_lumo_gap_ev="6.5 / 6.6"
C 0.794 0.782 -0.128 0.381
C -2.325 -1.478 -0.891 -0.145
C -1.303 0.791 -1.312 0.009
C -3.597 -0.952 -1.141 -0.236
C -1.799 -1.877 0.464 -0.563
N -0.026 0.713 -0.970 0.169
F -1.665 0.813 -2.539 0.189
F -4.014 -0.652 -2.393 0.183
F -1.602 -2.057 -1.847 0.130
F -4.341 -0.493 -0.225 0.268
F -2.208 -3.114 0.780 0.189
F -2.283 -1.120 1.410 0.196
F -0.424 -1.771 0.583 0.121
H 1.338 0.912 0.700 0.109

=====

6.
30
Properties=species:S:1:pos:R:3:lowdin_charge:R:1 method="wB97M-V/def2-TZVPD" homo_ev="-5.81 / -8.28" spin_multiplicity=3 charge=0 s2=2.0235 lumo_ev="0.65 / -3.04" homo_lumo_gap_ev="6.5 / 5.2"
C -1.866 0.120 -1.533 -0.106
C -1.726 0.843 -2.641 -0.075
C 0.389 -0.808 -1.733 -0.123
C -0.822 -0.813 -1.170 -0.369
C -0.529 0.670 -3.530 -0.185
C 0.718 0.238 -2.748 -0.182
C 0.939 2.198 1.692 -0.069
C -0.283 0.097 2.163 -0.009
C 1.989 0.377 3.102 -0.070
C 0.790 0.856 2.342 -0.417
N -0.020 -2.946 0.496 -0.143
O -0.368 -3.804 1.532 -0.050
O -2.522 -2.054 0.731 -0.329
P -1.196 -1.987 0.103 0.724
H -2.732 0.176 -0.892 0.104
H -2.497 1.523 -2.973 0.104
H 1.138 -1.514 -1.412 0.092
H -0.775 -0.095 -4.276 0.123
H -0.323 1.595 -4.071 0.108
H 1.133 1.098 -2.209 0.118
H 1.486 -0.115 -3.435 0.110
H 1.770 2.176 0.985 0.080
H 0.036 2.482 1.158 0.073
H 1.163 2.962 2.436 0.078
H -0.373 -0.872 2.628 0.053
H -1.286 -3.618 1.788 0.074
H -1.143 0.438 1.608 0.052
H 2.818 0.214 2.412 0.083
H 2.306 1.120 3.833 0.078
H 1.784 -0.558 3.614 0.074

=====

These records have maximum force values of 2.614; 1.733; 2.326; 4.404; 5.956; 6.175 eV/A, in the order they appear.
These records have relative energy (zero: lowest compared OMol25 entry of this formula, charge and spin) values of 0.0; 220.8; 0.0; 139.1; 91.9; 0.0 kcal/mol, in the order they appear.
These records have calculated total energy values of -4871.30787; -545.11065; -7581.08982; -1136.33564; -944.41952; -937.01862 Eh, in the order they appear.